1.
44
Properties=species:S:1:pos:R:3:forces:R:3:lowdin_charge:R:1 method="wB97M-V/def2-TZVPD" orbital_gap_ha="0.173 / 0.173" total_charge=+4 e_homo_ev="-21.073 / -21.073" e_lumo_ev="-16.4 / -16.4"
N 0.545379 2.062120 0.032368 0.1 0.8 0.2 0.0417
C 0.594580 3.212645 0.107163 0.1 -0.2 -0.5 -0.0914
C 0.659334 4.632587 0.097190 0.0 0.5 0.2 0.0521
H -0.373930 5.020605 0.021712 0.4 0.1 0.0 0.1467
H 1.257743 4.930490 -0.784095 -0.2 0.1 0.4 0.1462
H 1.143862 4.964127 1.033960 -0.2 0.1 -0.4 0.1430
N 2.297893 -1.495680 -0.296333 2.1 -1.4 -0.1 0.0510
C 3.281226 -2.137385 -0.408651 -2.6 1.7 0.1 -0.0732
C 4.456864 -2.902390 -0.632428 0.7 -0.4 0.0 0.0385
H 5.061490 -2.399968 -1.416543 -0.2 -0.3 0.4 0.1444
H 4.160449 -3.916908 -0.971297 0.2 0.4 0.2 0.1462
H 5.033108 -2.965573 0.313056 -0.1 -0.1 -0.5 0.1449
N -1.666787 -1.333061 0.018625 0.4 0.1 0.1 0.0465
C -2.691430 -1.838611 0.102406 -1.0 -0.5 -0.4 -0.0909
C -3.972258 -2.471872 0.096863 -0.2 -0.1 0.2 0.0539
H -3.949725 -3.300063 0.828558 -0.2 0.2 -0.3 0.1437
H -4.147213 -2.854007 -0.926066 -0.1 0.0 0.4 0.1424
H -4.732265 -1.716414 0.370603 0.1 -0.4 -0.1 0.1441
Ce 0.303210 -0.193404 -0.025959 -0.1 -0.1 -1.1 1.1933
C 0.459275 -2.072518 1.809595 0.0 -3.1 2.2 -0.0101
O 0.480177 -2.994215 2.479939 0.0 2.8 -1.9 0.2518
C 2.075144 0.425732 1.810692 2.9 1.2 2.2 -0.0126
O 2.932136 0.772256 2.477978 -2.6 -1.1 -1.9 0.2499
C 0.921823 1.098520 -2.998542 -0.3 -0.8 0.3 -0.0471
C -0.495332 1.169816 -2.875706 0.2 -0.9 0.3 -0.0527
C -1.271323 -0.027187 -2.875866 0.9 0.1 0.2 -0.0519
C -0.627613 -1.291748 -2.997924 0.6 0.6 0.3 -0.0456
C 0.789459 -1.361209 -3.120128 -0.6 0.7 0.3 -0.0382
C 1.563438 -0.167073 -3.119954 -0.8 0.2 0.3 -0.0391
H 1.515114 2.014579 -3.034751 -0.2 -0.3 0.0 0.1387
H -0.992841 2.140114 -2.814668 0.1 -0.3 -0.1 0.1389
H -2.360259 0.031100 -2.816851 0.3 0.0 -0.1 0.1394
H -1.221590 -2.207479 -3.032328 0.2 0.3 0.0 0.1393
H 1.276064 -2.329571 -3.251193 -0.2 0.3 0.0 0.1402
H 2.646283 -0.215967 -3.249661 -0.3 0.0 0.0 0.1397
N -1.673345 1.904584 3.848775 0.5 -0.9 -0.9 0.1348
C -2.434314 0.727526 3.907487 0.9 0.7 -0.4 0.0243
C -1.938524 -0.061269 2.914834 0.0 -0.1 -0.1 -0.1175
N -0.898639 0.581481 2.250294 0.4 0.5 -0.7 -0.0544
C -0.761965 1.779903 2.847166 -0.7 0.0 0.7 -0.1334
H -1.751423 2.714025 4.463617 -0.1 -0.3 -0.1 0.1949
H -3.218401 0.561376 4.630558 0.1 0.1 0.0 0.1522
H -2.241926 -1.051024 2.601131 -0.1 0.2 0.4 0.1003
H -0.032927 2.561015 2.584370 -0.6 -0.6 0.4 0.1348



2.
44
Properties=species:S:1:pos:R:3:forces:R:3:lowdin_charge:R:1 method="wB97M-V/def2-TZVPD" orbital_gap_ha=0.350 total_charge=0 e_homo_ev=-9.122 e_lumo_ev=0.4
O 0.430364 2.784946 0.618269 0.4 0.0 0.2 0.0925
C -0.638006 2.948224 0.070469 -0.4 0.3 -0.5 -0.4644
N -1.791368 3.029560 0.775003 -0.4 0.0 0.3 0.0712
H -2.669547 3.162264 0.304302 0.1 0.0 0.0 0.1337
C -1.787164 2.812559 2.209139 0.2 0.0 0.0 -0.1239
C -1.377252 1.402067 2.558876 0.0 -0.1 0.1 -0.2155
C -0.399807 1.165466 3.514925 -0.2 0.0 -0.1 -0.0262
C -0.033779 -0.125161 3.850113 0.0 -0.1 0.0 -0.0935
C -0.646122 -1.191464 3.213173 -0.1 0.3 -0.1 -0.6698
C -1.604662 -0.977863 2.236172 0.0 -0.1 0.0 -0.0981
C -1.967229 0.318406 1.918971 0.1 0.1 0.1 -0.0383
H -2.724435 0.484216 1.165999 -0.1 0.0 -0.1 0.1142
H -2.066664 -1.815206 1.737317 0.0 -0.1 0.0 0.1077
Cl -0.220693 -2.805388 3.657572 0.1 -0.3 0.2 0.6976
H 0.720299 -0.304187 4.600179 0.1 0.0 0.1 0.1060
H 0.082709 1.997755 4.003604 0.1 0.1 0.0 0.1181
H -2.789777 3.021084 2.589502 0.1 0.1 0.0 0.1315
H -1.080519 3.512251 2.666111 -0.2 -0.1 0.0 0.1247
C -0.815625 3.112083 -1.440743 0.2 0.1 -0.2 -0.2244
C 0.537102 3.029961 -2.156473 0.0 -0.2 0.2 -0.1142
C 1.111012 1.617196 -2.068676 0.7 0.4 0.1 -0.2033
N 0.152951 0.665518 -2.586257 0.3 -0.8 -0.5 -0.2324
S 0.729309 -0.841956 -2.963579 -0.2 -0.1 0.0 0.6078
O 1.996433 -0.681065 -3.605224 0.1 0.2 0.3 -0.2784
O -0.317943 -1.541931 -3.645166 -0.1 0.0 0.3 -0.2794
C 0.957954 -1.662277 -1.404659 0.2 0.5 -0.5 -0.5986
C 0.213653 -2.694662 -0.922313 -0.1 0.1 -0.2 -0.1418
C 0.638161 -3.109417 0.357309 0.1 0.0 0.0 -0.2012
C 1.685737 -2.374652 0.817183 0.1 0.3 -0.3 -0.4079
S 2.179547 -1.167685 -0.302822 -0.2 -0.4 0.2 1.0628
H 2.200350 -2.470956 1.752158 0.1 0.0 0.2 0.0603
H 0.188083 -3.917333 0.904378 -0.1 -0.1 0.1 0.0910
H -0.589599 -3.133269 -1.484614 -0.2 -0.1 -0.1 0.1156
C -1.105762 0.664956 -1.883939 -0.7 -0.1 0.1 -0.1911
C -1.749357 2.041612 -2.021949 0.1 -0.1 0.1 -0.1197
H -1.902826 2.247793 -3.082292 -0.1 0.0 0.0 0.1273
H -2.723963 2.040491 -1.530953 0.0 0.0 0.0 0.1073
H -1.722873 -0.107854 -2.344922 -0.1 0.1 0.2 0.1233
H -0.962718 0.423304 -0.816793 0.0 0.0 -0.1 0.1218
H 2.009965 1.521659 -2.677602 0.0 0.2 0.1 0.1216
H 1.361307 1.399235 -1.021653 0.0 0.0 -0.1 0.0877
H 1.241458 3.720817 -1.693301 0.0 0.0 -0.1 0.1236
H 0.404257 3.303496 -3.203719 0.0 0.0 0.0 0.1245
H -1.253308 4.103516 -1.609481 0.0 -0.1 0.0 0.1501



3.
55
Properties=species:S:1:pos:R:3:forces:R:3:lowdin_charge:R:1 method="wB97M-V/def2-TZVPD" orbital_gap_ha="0.187 / 0.213" total_charge=-2 s_squared=3.771 e_homo_ev="-1.458 / -2.290" spin_multiplicity=4 e_lumo_ev="3.6 / 3.5"
W -0.186053 0.202541 -0.403325 -1.8 0.6 0.0 0.9813
S -0.765817 1.603354 -2.466736 0.0 0.1 -0.2 0.6322
C -2.390614 1.129535 -2.855888 0.3 -0.4 0.2 -0.7264
C -3.250564 2.081240 -3.467699 -0.2 0.2 -0.2 -0.2793
N -3.946711 2.848442 -3.972643 0.0 0.0 0.0 0.1327
C -2.790155 -0.139367 -2.589590 0.6 0.2 0.0 -0.7008
S -1.613805 -1.208924 -1.876109 -0.5 -0.3 -0.1 0.6392
C -4.079672 -0.639661 -2.888167 -0.4 0.0 0.0 -0.2805
N -5.129716 -1.053159 -3.126477 0.1 0.0 0.0 0.1279
S 3.323071 -3.370285 0.416093 -0.1 0.2 0.0 -0.3368
Sb 2.553116 -1.235860 0.244994 0.4 -0.7 0.0 0.4134
S 1.414087 2.329310 0.546389 0.4 -0.7 -0.4 0.4568
S 1.449225 -1.042052 -1.829104 0.5 0.6 0.5 -0.1325
N -0.362827 -1.693368 0.370205 0.2 0.0 -0.2 -0.3084
C -0.872952 -2.563475 1.071263 0.2 0.2 0.3 -0.2277
N -1.240474 -3.820438 0.784003 -0.1 -0.2 -0.1 -0.1220
C -1.598107 -4.755699 1.826858 0.0 0.0 0.0 -0.1573
C -0.542114 -5.848637 1.919337 0.0 0.0 0.0 -0.2078
O -0.375017 -6.497531 0.671831 0.0 0.0 0.0 -0.1496
C 0.048356 -5.562894 -0.324989 0.0 0.0 0.0 -0.1832
C -0.975842 -4.455640 -0.506119 0.0 0.0 0.0 -0.1333
H -2.565669 -5.216952 1.592552 0.0 0.0 0.0 0.1205
H -1.683842 -4.207361 2.765008 0.0 0.0 0.0 0.1137
H -0.840436 -6.617711 2.635292 0.0 0.0 0.0 0.1147
H 0.410915 -5.405645 2.240939 0.0 0.0 0.0 0.1236
H 0.171231 -6.131949 -1.246954 0.0 0.0 0.0 0.1215
H 1.012681 -5.126530 -0.044618 0.0 0.0 0.0 0.0675
H -1.912232 -4.874947 -0.891223 0.0 0.0 0.0 0.1257
H -0.613344 -3.698686 -1.200380 0.0 0.0 0.0 0.0780
O -2.899259 1.805733 2.323402 0.0 0.0 -0.1 -0.6913
Cl -2.907652 1.758072 0.784871 -0.1 0.3 0.3 0.9122
O -0.143432 0.209949 1.891364 0.1 0.1 -0.2 -0.7329
O -2.269586 0.421039 0.222844 0.6 -0.2 -0.1 -0.8092
O -0.128044 2.127186 0.061272 -0.5 -0.3 0.3 -1.0553
S 2.699878 2.200401 -1.793602 0.1 0.1 -0.1 0.4713
C 2.772054 3.915027 -2.126955 0.1 0.0 0.1 -0.7099
C 3.809241 4.716562 -1.630242 0.0 0.0 0.0 -0.1415
C 3.864421 6.072848 -1.911681 0.0 0.0 0.0 -0.1279
C 2.885984 6.670161 -2.696657 0.0 0.0 0.0 -0.1346
C 1.846707 5.888414 -3.189845 0.0 0.0 0.0 -0.1108
C 1.786337 4.533452 -2.907992 0.0 0.0 0.0 -0.1209
H 4.571196 4.251409 -1.017409 0.0 0.0 0.0 0.0867
H 4.677711 6.669646 -1.512631 0.0 0.0 0.0 0.0855
H 2.928026 7.730775 -2.915626 0.0 0.0 0.0 0.0812
H 1.067347 6.340422 -3.792717 0.0 0.0 0.0 0.0925
H 0.964348 3.931670 -3.274600 0.0 0.0 0.0 0.0674
C -0.051670 1.957181 3.806214 0.1 -0.1 0.0 -0.2479
S 0.802825 0.603980 2.991271 0.0 0.1 0.3 0.7534
C 0.473913 -0.680267 4.213208 -0.1 0.1 -0.1 -0.2462
H -1.119103 1.737316 3.751646 0.0 0.0 0.0 0.0372
H 0.162220 2.847391 3.218011 0.0 0.0 0.0 0.0348
H 0.313970 2.065822 4.827476 0.0 0.0 0.0 0.0490
H 0.957800 -0.422713 5.154887 0.0 0.0 0.0 0.0460
H 0.893250 -1.599499 3.806623 0.0 0.0 0.0 0.0452
H -0.605205 -0.779627 4.322126 0.0 0.0 0.0 0.0628



4.
41
Properties=species:S:1:pos:R:3:forces:R:3:lowdin_charge:R:1 method="wB97M-V/def2-TZVPD" orbital_gap_ha=0.327 total_charge=0 e_homo_ev=-8.123 e_lumo_ev=0.8
C -2.171048 -2.817190 1.622772 -0.1 -0.1 0.2 -0.0844
H -3.204283 -3.135196 1.449432 0.0 0.0 0.0 0.0964
O -1.615418 -2.213685 0.481161 0.0 0.3 -0.4 -0.1117
C -2.164556 -1.045237 0.023353 0.1 -0.1 -0.1 -0.2292
C -3.308925 -0.469527 0.560103 0.1 -0.1 0.1 -0.0350
C -3.854049 0.682427 0.018621 -0.1 0.1 0.0 -0.0975
C -3.262586 1.278876 -1.077228 0.0 0.0 0.0 -0.1046
C -2.107169 0.733641 -1.605039 0.0 -0.3 0.0 -0.0179
C -1.537922 -0.413129 -1.066900 0.0 0.1 0.0 -0.1995
O -0.408071 -0.859838 -1.696376 -0.3 0.0 -0.1 -0.0173
C 0.579345 -1.549353 -0.953001 0.7 -0.2 0.2 -0.1583
C 1.925835 -1.171333 -1.582174 -0.4 0.1 -0.2 -0.1620
O 3.046247 -1.832727 -1.038110 0.0 -0.1 0.0 -0.1262
C 3.276611 -1.694209 0.345202 0.1 0.3 0.1 -0.1699
C 3.498980 -0.249131 0.834532 0.2 -0.5 -0.2 -0.1356
O 2.305088 0.287818 1.370931 -0.3 0.3 0.0 -0.0811
C 1.605110 1.280139 0.763205 -0.2 0.1 0.1 -0.3058
C 2.075269 2.145093 -0.218879 0.2 -0.2 0.1 -0.0276
C 1.251218 3.124500 -0.748418 -0.1 0.0 0.0 -0.0765
C -0.048896 3.270563 -0.305104 0.0 0.1 0.0 -0.0898
C -0.532151 2.433491 0.686634 0.2 0.0 0.0 -0.1069
C 0.286237 1.452739 1.207277 0.2 0.0 -0.1 -0.5696
Cl -0.312342 0.400811 2.435790 -0.1 -0.1 0.3 0.7751
H -1.543264 2.527283 1.048506 -0.1 0.0 0.0 0.1070
H -0.688405 4.031251 -0.722942 -0.1 0.1 -0.1 0.1051
H 1.640346 3.777820 -1.514488 0.0 0.1 -0.1 0.1054
H 3.091952 2.073384 -0.574509 0.1 0.0 0.0 0.1094
H 4.218592 -0.262170 1.659136 -0.1 0.0 -0.1 0.1324
H 3.909769 0.351550 0.021675 0.0 0.0 0.0 0.1187
H 4.186170 -2.274413 0.516059 -0.1 0.1 0.1 0.1280
H 2.462896 -2.135354 0.934886 0.1 0.0 0.0 0.1300
H 1.918042 -1.459075 -2.635841 -0.1 0.1 0.1 0.1359
H 2.035874 -0.078898 -1.528843 0.0 -0.1 0.0 0.1115
H 0.421865 -2.632937 -1.011920 0.0 0.2 0.1 0.1399
H 0.550800 -1.244512 0.095442 0.0 0.0 -0.1 0.1011
H -1.612002 1.184608 -2.450285 0.1 0.1 -0.1 0.1231
H -3.686473 2.169960 -1.513760 0.0 0.1 0.0 0.1024
H -4.747259 1.101413 0.456850 -0.1 0.0 0.0 0.1015
H -3.794881 -0.926712 1.406919 0.0 -0.1 0.1 0.1039
H -2.132037 -2.148799 2.488661 0.0 0.0 0.0 0.0830
H -1.554511 -3.693942 1.816689 -0.1 0.0 0.0 0.0968



5.
42
Properties=species:S:1:pos:R:3:forces:R:3:lowdin_charge:R:1 method="wB97M-V/def2-TZVPD" orbital_gap_ha=0.310 total_charge=+1 e_homo_ev=-11.218 e_lumo_ev=-2.8
C -1.355819 4.629237 0.802667 0.1 0.3 -0.1 -0.0614
H -1.067888 5.095134 1.749064 0.0 0.0 0.0 0.1020
H -0.528373 4.693942 0.090435 0.0 0.0 0.0 0.1007
H -2.221396 5.147916 0.395711 0.1 0.0 0.0 0.1002
O -1.770919 3.292547 0.991356 -0.1 -0.3 0.1 -0.0608
C -0.906417 2.396721 1.502382 0.0 -0.4 0.0 -0.2593
C 0.412652 2.673835 1.853979 0.1 0.3 0.0 0.0664
C 1.223838 1.669649 2.374826 -0.2 -0.3 0.0 -0.2567
C 0.713622 0.377649 2.532400 0.1 0.1 0.1 0.0256
C -0.598620 0.106622 2.185040 0.1 0.2 0.0 -0.2429
C -1.409782 1.104610 1.668855 0.0 0.1 0.1 0.0195
H -2.438241 0.923684 1.400263 -0.2 0.0 0.0 0.1318
C -1.141826 -1.292658 2.281064 0.1 0.4 0.5 -0.0645
H -0.514268 -1.919223 2.915641 -0.1 -0.1 -0.1 0.1395
H -2.159974 -1.284863 2.673673 0.0 -0.1 -0.1 0.1436
N -1.179643 -1.885237 0.903449 -0.4 -0.1 0.0 0.0790
H -1.674832 -1.205444 0.307574 0.1 -0.3 0.0 0.1566
H -1.704277 -2.766459 0.896809 0.1 0.2 -0.1 0.1927
C 0.183896 -2.111869 0.342498 0.6 -0.1 -0.4 -0.0690
C 0.150341 -2.593074 -1.086174 -0.1 0.0 -0.1 -0.1499
C 0.250549 -3.955959 -1.339613 0.0 0.2 0.1 -0.0214
C 0.256687 -4.446788 -2.634662 0.0 0.0 -0.1 -0.0421
C 0.164507 -3.574550 -3.704669 0.0 -0.1 0.1 -0.0343
C 0.058511 -2.212765 -3.477213 0.0 0.1 0.2 0.0131
C 0.049279 -1.721447 -2.178544 0.0 0.1 -0.1 -0.0648
C -0.099315 -0.236973 -1.966089 0.0 0.1 0.2 -0.5606
F -1.217494 0.022583 -1.226117 -0.3 0.0 0.0 0.1176
F 0.912523 0.304819 -1.267301 0.2 -0.1 0.0 0.1550
F -0.220526 0.456081 -3.085638 0.0 0.0 -0.2 0.1794
H -0.014314 -1.528092 -4.307488 0.0 0.1 0.0 0.1281
H 0.176902 -3.947487 -4.715897 0.0 -0.1 -0.1 0.1187
H 0.340388 -5.508401 -2.804185 0.0 -0.1 0.0 0.1172
H 0.341793 -4.643415 -0.511847 0.0 -0.1 0.1 0.1194
H 0.677430 -2.863313 0.962819 -0.2 0.1 0.1 0.1468
H 0.735196 -1.173892 0.440872 -0.2 -0.2 0.1 0.1232
H 1.360407 -0.378447 2.946321 0.1 -0.1 0.1 0.1303
O 2.508390 1.831195 2.743216 -0.2 -0.3 0.0 -0.0615
C 3.107606 3.105355 2.632131 0.2 0.3 0.0 -0.0619
H 4.124953 2.981070 2.997347 -0.1 0.1 0.0 0.1001
H 2.590508 3.844918 3.249524 0.0 0.0 0.0 0.1019
H 3.135874 3.443716 1.592527 0.0 0.0 0.0 0.1005
H 0.803871 3.668297 1.727663 0.0 0.1 0.0 0.1020



Number 1: largest force on an atom 3.81 eV/Å. Number 2: largest force on an atom 1.03 eV/Å. Number 3: largest force on an atom 1.89 eV/Å. Number 4: largest force on an atom 0.72 eV/Å. Number 5: largest force on an atom 0.75 eV/Å.